--- 1 ---
Here is one molecule with the formula C4H4N2OS from the OMol25 dataset. Energies are from wB97M-V/def2-TZVPD.

Output
Charge: 0
SMILES: N#C/C(=C/N)C(O)=S
Gap between HOMO and LUMO (eV): 8.3

Positions of all 12 atoms, in Å:
N: 1.45830 2.93256 0.01462
C: 0.96583 1.88934 0.02731
C: 0.31620 0.56963 0.11116
C: -1.03385 0.64416 0.00130
N: -1.86087 -0.43480 -0.23511
C: 1.16769 -0.61147 0.12345
O: 0.52562 -1.80582 0.22011
S: 2.83211 -0.53615 -0.12773
H: -1.54378 1.63498 0.21358
H: -2.88075 -0.58550 -0.17671
H: -1.28122 -1.34480 -0.06907
H: 1.33471 -2.35214 -0.10292

=====

--- 2 ---
Here is C4H4N2OS as an isolated structure from the OMol25 dataset. Energies are from wB97M-V/def2-TZVPD.

Output
Charge: 0
Gap between HOMO and LUMO (eV): 8.1

Positions of all 12 atoms, in Å:
C: -1.09013 0.11926 -0.26857
C: -0.51422 1.40113 -0.30600
C: 0.98648 1.47635 -0.04753
C: 1.10198 -0.74656 0.07782
H: -2.72613 -1.69917 1.09485
H: -1.09266 2.39018 -0.37223
H: 1.28706 2.46316 0.35748
H: 1.63066 -2.76513 -0.39010
N: 1.72563 0.49505 0.20191
N: 1.87628 -1.77182 -0.34392
O: -0.25720 -0.95776 0.06918
S: -2.92776 -0.40469 -0.07289

=====

Which structure is the least stable? The one labeled 2.

=====

--- 1 ---
Here is one molecule with the formula C4H4N2OS from the OMol25 dataset. Energies are from wB97M-V/def2-TZVPD.

Output
Charge: 0
SMILES: CC1=NC(=S)NC1=O
Gap between HOMO and LUMO (eV): 7.9

Positions of all 12 atoms, in Å:
C: -2.49080 -1.33088 -0.06835
C: -1.16778 -0.69735 0.04548
N: 0.02621 -1.21821 0.14165
C: 0.98706 -0.08094 0.07598
S: 2.64251 -0.20831 -0.09026
N: 0.34725 1.12278 0.13250
C: -1.03068 0.91451 0.02772
O: -1.90315 1.69867 -0.08672
H: -2.82796 -1.52356 1.01061
H: -2.48702 -2.47837 -0.58751
H: -2.96837 -0.45916 -0.82551
H: 0.82729 2.04065 0.13622

=====

--- 2 ---
Here is C4H4N2OS as an isolated structure from the OMol25 dataset. Energies are from wB97M-V/def2-TZVPD.

Output
Charge: 0
Gap between HOMO and LUMO (eV): 9.0

Positions of all 12 atoms, in Å:
C: -0.38363 -0.36868 -0.37347
C: 0.34751 0.35939 0.89849
C: 1.05949 -0.57149 -0.71924
C: -1.03684 0.62262 -1.17087
H: -2.58788 -0.89696 0.02597
H: 0.33950 -0.06831 2.00921
H: -0.02306 1.36091 1.14321
H: 2.49423 0.71192 0.57492
N: 1.65766 0.42768 0.18326
N: -2.07477 1.64640 -1.03372
O: 1.70348 -1.36911 -1.51421
S: -1.49568 -1.85438 -0.02354

=====

--- 3 ---
Here is C4H4N2OS as an isolated structure from the OMol25 dataset. Energies are from wB97M-V/def2-TZVPD.

Output
Charge: 0
Gap between HOMO and LUMO (eV): 7.1

Positions of all 12 atoms, in Å:
C: -0.53959 0.05551 0.62311
C: -0.76719 0.38741 -0.72070
C: 0.20809 0.05817 -1.69849
C: 1.44331 -1.12658 -0.11483
H: -0.47812 0.11989 2.58996
H: -1.23879 1.82316 1.88001
H: -1.65720 0.94642 -0.88168
H: 2.29107 -1.69300 0.33998
N: -1.24404 0.46586 1.79696
N: 1.40226 -0.49472 -1.31584
O: 0.57032 -0.64863 0.93502
S: 0.00988 0.10651 -3.43352

=====

Which structure is the least stable? The one labeled 2.

=====

--- 1 ---
Here is a 2-piece molecular cluster, C2HCl2O2P overall from the OMol25 dataset. Energies are from wB97M-V/def2-TZVPD.

Output
Charge: 0
SMILES: O=C(Cl)Cl.O=C=P
Gap between HOMO and LUMO (eV): 9.0

Positions of all 8 atoms, in Å:
O: 1.04749 2.14665 1.02225
C: 1.09426 1.86944 -0.11067
Cl: 0.07073 2.67705 -1.44298
Cl: 2.06700 0.62777 -0.79079
O: -2.49712 -2.89814 0.32177
C: -1.50643 -2.33141 0.34809
P: 0.02841 -1.60476 0.62203
H: -0.30434 -0.48660 0.03030

=====

--- 2 ---
Here is one molecule with the formula C2HCl2O2P from the OMol25 dataset. Energies are from wB97M-V/def2-TZVPD.

Output
Charge: 0
Gap between HOMO and LUMO (spin up / spin down) (eV): 7.6 / 7.6

Positions of all 8 atoms, in Å:
C: -0.51726 0.24550 -0.21377
C: -0.76498 -0.59364 0.91597
O: 0.01462 -0.75327 1.83772
O: 2.69133 -0.68038 -1.13987
P: 1.73503 0.27843 -1.58387
Cl: -2.03628 0.94294 -0.81490
Cl: 0.60122 1.59843 0.07419
H: -1.72368 -1.03800 0.92453

=====

Which structure is the least stable? The one labeled 2.

=====

--- 1 ---
Here is one molecule with the formula C5H8N4O2 from the OMol25 dataset. Energies are from wB97M-V/def2-TZVPD.

Output
Charge: 0
SMILES: N#CN/C(N)=N\CCC(=O)O
Gap between HOMO and LUMO (eV): 9.9

Positions of all 19 atoms, in Å:
N: 4.54178 -0.11203 -0.29227
C: 3.41076 -0.46381 -0.30592
N: 2.05652 -0.63159 -0.18782
C: 1.32073 0.50349 0.07168
N: 2.01996 1.65262 0.24575
N: -0.00153 0.41349 0.11015
C: -0.61176 -0.87334 0.12189
C: -2.11878 -0.91714 0.31073
C: -3.00091 0.22340 -0.14643
O: -4.17378 0.02532 -0.37287
O: -2.42405 1.44137 -0.33596
H: 1.65311 -1.27841 -0.77594
H: 1.44621 2.47958 0.24540
H: 3.01276 1.81263 0.12738
H: -0.18661 -1.46967 0.93020
H: -0.48259 -1.47582 -0.83315
H: -2.39654 -0.91043 1.36088
H: -2.61295 -1.81100 -0.13406
H: -1.45234 1.39134 -0.13967

=====

--- 2 ---
Here is one molecule with the formula C5H8N4O2 from the OMol25 dataset. Energies are from wB97M-V/def2-TZVPD.

Output
Charge: 0
SMILES: CC/N=c1/[nH]ccn1[N+](=O)[O-]
Gap between HOMO and LUMO (spin up / spin down) (eV): 8.0 / 8.0

Positions of all 19 atoms, in Å:
C: -1.06785 -0.39721 -2.11718
C: -1.42742 -1.32812 -0.97719
N: -0.17101 -1.48037 -0.28849
C: 0.45945 -0.58178 0.50982
N: 1.74405 -0.93573 1.02259
C: 2.26822 0.26239 1.56649
C: 1.39025 1.23367 1.43592
N: 0.25514 0.75723 0.72685
N: -0.91153 1.52247 0.88035
O: -0.68085 2.68796 1.03681
O: -1.95573 0.94717 0.97017
H: -0.89361 0.62478 -1.86328
H: -0.25890 -0.67661 -2.77054
H: -1.88353 -0.30757 -2.75993
H: -1.65352 -2.24515 -1.34836
H: -2.22646 -0.99746 -0.45126
H: 2.27753 -1.59662 0.44396
H: 3.15407 0.31412 2.08479
H: 1.58170 2.19684 1.89846

=====

Which structure is the least stable? The one labeled 2.

=====

--- 1 ---
Here is one molecule with the formula C2H4N2OS from the OMol25 dataset. Energies are from wB97M-V/def2-TZVPD.

Output
Charge: 0
SMILES: [H]/N=C1/NOCS1
Gap between HOMO and LUMO (eV): 9.6

Positions of all 10 atoms, in Å:
H: 0.12548 -0.92144 2.57220
N: -0.48696 -1.27143 1.75944
C: -0.25569 -0.41694 0.75727
N: -0.65680 -0.94902 -0.51487
O: -0.75793 0.12156 -1.44410
C: 0.62135 0.59043 -1.43419
S: 0.69957 0.89896 0.50626
H: -1.49571 -1.47058 -0.33019
H: 1.38178 -0.07928 -1.56611
H: 0.67115 1.61761 -1.87367

=====

--- 2 ---
Here is one molecule with the formula C2H4N2OS from the OMol25 dataset. Energies are from wB97M-V/def2-TZVPD.

Output
Charge: 0
SMILES: N/N=C/C(O)=S
Gap between HOMO and LUMO (eV): 8.1

Positions of all 10 atoms, in Å:
N: 2.82806 -0.45885 0.01104
N: 1.77001 0.36536 -0.11292
C: 0.64482 -0.28628 0.19400
C: -0.69898 0.22002 0.13621
O: -0.71986 1.52530 0.05631
S: -2.09048 -0.61257 -0.10265
H: 2.62088 -1.57464 0.01694
H: 3.63146 -0.11222 -0.75157
H: 0.79179 -1.39561 0.77176
H: 0.30098 1.73319 -0.11315

=====

Which structure is the least stable? The one labeled 1.

=====

--- 1 ---
Here is one molecule with the formula C2H4N2OS from the OMol25 dataset. Energies are from wB97M-V/def2-TZVPD.

Output
Charge: 0
SMILES: [H]/N=C(/N)SC=O
Gap between HOMO and LUMO (eV): 8.5

Positions of all 10 atoms, in Å:
H: -2.50810 -1.25427 0.13760
N: -2.27574 -0.16729 0.20377
C: -1.09990 0.15522 -0.10129
N: -0.71066 1.49720 -0.05033
S: 0.17266 -1.05259 -0.15646
C: 1.72711 -0.32292 0.30621
O: 1.89446 0.90499 -0.06355
H: -1.11187 2.30350 0.43829
H: 0.43014 1.43220 -0.53596
H: 2.41307 -1.18306 0.66823

=====

--- 2 ---
Here is C2H4N2OS as an isolated structure from the OMol25 dataset. Energies are from wB97M-V/def2-TZVPD.

Output
Charge: 0
Gap between HOMO and LUMO (eV): 10.3

Positions of all 10 atoms, in Å:
C: -0.71720 1.94824 0.20237
C: -1.50475 0.78618 0.28246
N: 0.60527 1.66218 0.55956
N: -0.84086 -0.30579 0.65134
O: 1.70492 -2.51309 -1.17584
S: 0.66695 0.05322 0.95261
H: -0.89652 2.91102 -0.25282
H: -2.55392 0.73603 -0.02861
H: 1.35474 -2.02079 -0.43645
H: 2.18136 -3.25720 -0.75461

=====

--- 3 ---
Here is one molecule with the formula C2H4N2OS from the OMol25 dataset. Energies are from wB97M-V/def2-TZVPD.

Output
Charge: 0
SMILES: [H]/N=C(\N)OC=S
Gap between HOMO and LUMO (eV): 9.1

Positions of all 10 atoms, in Å:
H: -0.47888 -1.43399 -1.48169
N: -0.81086 -0.65398 -0.90793
C: 0.21980 -0.31355 -0.32700
N: 1.48803 -0.74672 -0.44452
O: 0.20860 0.69013 0.61626
C: -1.02537 1.33070 0.81438
S: -1.22945 2.71626 1.59309
H: 1.52575 -1.68719 -0.76357
H: 1.90508 -0.60528 0.40838
H: -1.80270 0.70362 0.49260

=====

--- 4 ---
Here is one molecule with the formula C2H4N2OS from the OMol25 dataset. Energies are from wB97M-V/def2-TZVPD.

Output
Charge: 0
SMILES: [H]/N=N\C(=S)OC
Gap between HOMO and LUMO (eV): 8.5

Positions of all 10 atoms, in Å:
H: -0.51749 3.10363 0.53073
N: -1.33131 2.41584 0.58638
N: -1.20272 1.40936 -0.03654
C: -0.11600 1.14708 -1.07283
S: 0.21487 2.30172 -2.18750
O: 0.69633 0.05574 -1.10055
C: 0.58967 -0.78359 0.05898
H: -0.54951 -1.14233 -0.03633
H: 0.61094 -0.20842 0.97571
H: 1.18219 -1.59973 -0.16442

=====

Which structure is the least stable? The one labeled 4.

=====

--- 1 ---
Here is one molecule with the formula C2H4N2OS from the OMol25 dataset. Energies are from wB97M-V/def2-TZVPD.

Output
Charge: 0
SMILES: N#C[C@@](N)(O)S
Gap between HOMO and LUMO (eV): 10.4

Positions of all 10 atoms, in Å:
N: 0.80323 0.48302 2.52175
C: 0.41855 0.28623 1.46437
C: 0.02265 0.01547 0.05191
N: 0.63372 -1.25133 -0.20362
O: -1.36187 -0.11908 -0.11845
S: 0.32232 1.54432 -1.10436
H: 0.18405 -1.69553 -0.94763
H: 1.61802 -1.29476 -0.36667
H: -1.72091 0.64558 0.38965
H: -0.91976 1.38607 -1.68696

=====

--- 2 ---
Here is a 2-piece molecular cluster, C2H4N2OS overall from the OMol25 dataset. Energies are from wB97M-V/def2-TZVPD.

Output
Charge: 0
Gap between HOMO and LUMO (spin up / spin down) (eV): 7.6 / 7.6

Positions of all 10 atoms, in Å:
C: -3.14167 0.25978 -0.02634
C: 0.11296 0.53109 0.64771
N: -4.16619 0.79270 -0.05648
N: -0.21388 -1.44625 -1.45221
O: -0.74389 -1.95388 1.02732
S: -0.78261 -0.98605 -0.06863
H: 1.10444 0.32630 1.01670
H: 0.43255 1.13114 -0.33812
H: -0.65360 0.92655 1.31298
H: -0.13326 -0.73753 -2.17094

=====

--- 3 ---
Here is a 2-piece molecular cluster, C2H4N2OS overall from the OMol25 dataset. Energies are from wB97M-V/def2-TZVPD.

Output
Charge: 0
SMILES: N[N+]([O-])=S.C#C
Gap between HOMO and LUMO (spin up / spin down) (eV): 8.4 / 8.4

Positions of all 10 atoms, in Å:
N: -1.98247 0.28428 -0.59250
N: -0.93077 0.24079 -1.38382
O: -0.77456 1.11963 -2.29691
S: 0.12360 -1.00709 -1.20293
H: -2.51977 1.15752 -0.34908
H: -2.26144 -0.41245 0.09382
C: 2.06672 0.21291 1.61877
C: 2.09543 -0.84416 1.05799
H: 2.11785 1.10480 2.14219
H: 2.06541 -1.85623 0.91248

=====

Which structure is the least stable? The one labeled 3.

=====

--- 1 ---
Here is a 2-piece molecular cluster, CH5S3 overall from the OMol25 dataset. Energies are from wB97M-V/def2-TZVPD.

Output
Charge: -1
Gap between HOMO and LUMO (eV): 5.7

Positions of all 9 atoms, in Å:
S: 0.38437 -2.44036 -2.14614
H: -0.60542 -3.19214 -2.64074
C: 0.16250 1.22197 1.70041
S: 1.09417 1.01449 0.16147
S: -0.29377 0.91454 -1.31610
H: 0.15204 0.31469 2.30047
H: -0.86628 1.47811 1.46255
H: 0.44968 2.13708 2.23848
H: -0.47730 -1.44837 -1.76041

=====

--- 2 ---
Here is a 2-piece molecular cluster, CH5S3 overall from the OMol25 dataset. Energies are from wB97M-V/def2-TZVPD.

Output
Charge: -1
Gap between HOMO and LUMO (eV): 6.3

Positions of all 9 atoms, in Å:
S: 2.28795 -0.43321 1.24657
H: 1.67019 0.75722 1.34157
C: -1.22805 0.47321 -0.11757
S: -1.21933 -1.05624 -1.05508
S: 0.73421 -1.36295 -1.65068
H: -0.57409 1.23694 -0.55719
H: -2.25240 0.83901 -0.22583
H: -0.91913 0.44398 0.93002
H: 1.50065 -0.89796 0.08819

=====

Which structure is the least stable? The one labeled 1.